{
  "formula": "C34H61O13Y",
  "method": "ωB97M-V/def2-TZVPD",
  "energy_ev": -63893.2054,
  "charge": 2,
  "species": ["Y", "C", "C", "O", "H", "H", "H", "H", "H", "C", "C", "C", "O", "C", "H", "H", "H", "H", "H", "H", "H", "H", "C", "C", "C", "O", "C", "H", "H", "H", "H", "H", "H", "H", "H", "C", "C", "C", "O", "C", "H", "H", "H", "H", "H", "H", "H", "H", "C", "C", "C", "O", "C", "H", "H", "H", "H", "H", "H", "H", "H", "O", "C", "O", "C", "C", "C", "H", "H", "H", "H", "H", "H", "O", "C", "O", "C", "C", "C", "H", "H", "H", "H", "H", "H", "O", "C", "O", "C", "C", "C", "H", "H", "H", "H", "H", "H", "O", "C", "O", "C", "C", "C", "H", "H", "H", "H", "H", "H"],
  "positions_angstrom": [[-0.533514, 3.118239, -3.254851], [-1.012365, -0.066370, 0.010879], [-0.047141, 0.839688, -0.732960], [-0.739594, 1.813507, -1.481882], [-1.643394, 0.496579, 0.698812], [-0.358321, -0.693386, 0.616949], [-1.575026, -0.676852, -0.692025], [0.607755, 0.215978, -1.371602], [0.664581, 1.306143, -0.035516], [1.348328, 1.203399, 4.469136], [0.192878, 1.305155, 3.453565], [0.166375, 2.802094, 3.059810], [1.338546, 3.387369, 3.542661], [1.758126, 2.664513, 4.708612], [2.161905, 0.579655, 4.109464], [0.981403, 0.763089, 5.396132], [-0.761454, 0.991864, 3.871711], [0.400466, 0.682886, 2.577364], [-0.709095, 3.275841, 3.541195], [0.098019, 3.025523, 1.991110], [1.254387, 3.072138, 5.589425], [2.834487, 2.797105, 4.775409], [3.859177, 3.814886, 1.543455], [5.036725, 2.999634, 2.113511], [5.260707, 1.896744, 1.043255], [4.140822, 1.968571, 0.161177], [3.118283, 2.703636, 0.817090], [4.237177, 4.548824, 0.833564], [3.320745, 4.274569, 2.366263], [4.788006, 2.540502, 3.071112], [5.928636, 3.604538, 2.269136], [5.337560, 0.918738, 1.521656], [6.138967, 2.092864, 0.431744], [2.521394, 2.086552, 1.506565], [2.406717, 3.123942, 0.092856], [1.357661, -4.510457, -0.004172], [0.788743, -3.103750, -0.055722], [-0.041897, -3.117486, -1.357312], [0.364547, -4.267936, -2.106193], [1.537568, -4.814442, -1.482722], [0.707498, -5.251888, 0.455216], [2.297868, -4.518390, 0.549662], [1.600574, -2.385271, -0.171975], [0.141373, -2.843529, 0.777419], [0.117431, -2.214923, -1.966936], [-1.111280, -3.232883, -1.155809], [2.426184, -4.326431, -1.910693], [1.597837, -5.870327, -1.736387], [-4.648100, -0.798714, -0.813723], [-5.417561, -2.108432, -0.545314], [-5.083286, -2.994995, -1.753154], [-3.930527, -2.424295, -2.365599], [-4.086340, -1.023804, -2.215482], [-3.852629, -0.666729, -0.080047], [-5.253355, 0.111309, -0.789335], [-6.486931, -1.991259, -0.379270], [-5.041364, -2.569017, 0.369621], [-5.881841, -3.007045, -2.503988], [-4.882048, -4.023756, -1.466882], [-4.823620, -0.697637, -2.968574], [-3.146841, -0.507180, -2.413324], [-1.903362, -3.493319, 5.658760], [-2.054991, -2.665464, 4.839863], [-1.483625, -2.770479, 3.605685], [-1.770038, -1.609864, 2.832653], [-3.078995, -1.059622, 3.417738], [-2.892117, -1.386964, 4.890398], [-1.878986, -1.897450, 1.791456], [-0.964516, -0.879664, 2.954467], [-3.948897, -1.570156, 3.008138], [-3.188093, 0.015049, 3.243096], [-3.815748, -1.538818, 5.437636], [-2.278056, -0.661298, 5.433644], [6.325654, -1.704367, -3.960879], [5.541353, -1.489107, -3.102967], [4.600769, -0.512486, -3.200430], [3.773981, -0.481005, -1.988704], [4.599340, -1.172101, -0.918622], [5.447998, -2.158392, -1.741065], [2.890518, -1.069253, -2.266864], [3.540588, 0.571864, -1.866230], [3.935324, -1.602131, -0.167538], [5.277555, -0.510925, -0.383383], [5.040275, -3.165586, -1.763711], [6.461522, -2.220767, -1.353259], [-2.328852, 4.008959, -2.121872], [-2.920621, 4.313233, -1.077199], [-4.058883, 4.908175, -1.156802], [-4.592633, 5.126572, 0.172620], [-3.353294, 5.156036, 1.056621], [-2.485669, 4.124677, 0.336073], [-5.251458, 4.296681, 0.427877], [-5.171829, 6.040539, 0.209221], [-3.503793, 4.930912, 2.107918], [-2.889832, 6.144136, 1.009426], [-2.732800, 3.089083, 0.617798], [-1.404840, 4.158070, 0.465041], [-0.116168, 0.966491, -4.049290], [0.036295, -0.208777, -4.457883], [1.205864, -0.740405, -4.414472], [1.211396, -2.044250, -5.086793], [-0.156994, -2.144132, -5.780370], [-1.003179, -1.176513, -4.952675], [1.396735, -2.829434, -4.352462], [2.038980, -2.070937, -5.789692], [-0.586086, -3.141663, -5.739989], [-0.071317, -1.848625, -6.823685], [-1.392020, -1.656584, -4.045151], [-1.818416, -0.688807, -5.478201]],
  "atomic_forces_ev_per_a": [[-1.417, -4.335, 3.974], [0.978, 0.318, -0.027], [0.422, -0.426, -0.138], [0.685, 2.849, -2.535], [-0.198, -0.002, -0.149], [-0.270, -0.276, 0.018], [-0.207, -0.026, 0.174], [-0.304, 0.120, -0.106], [-0.331, 0.201, 0.015], [-0.485, 0.174, 0.383], [0.413, 0.238, -0.658], [-0.829, 0.005, 0.541], [0.535, -0.057, 0.089], [-0.097, -0.134, -0.431], [0.085, 0.106, -0.114], [0.174, -0.066, 0.016], [-0.005, 0.060, 0.030], [-0.047, 0.045, 0.085], [0.082, -0.018, -0.088], [0.087, -0.276, -0.077], [0.117, 0.023, 0.027], [0.006, 0.077, 0.237], [0.584, -0.767, 0.686], [0.313, -0.102, -0.384], [0.163, 0.729, 0.418], [-0.766, -0.196, -0.121], [-0.301, 0.653, 0.002], [-0.150, 0.103, -0.013], [-0.295, 0.171, -0.256], [-0.147, 0.075, -0.013], [-0.001, -0.027, -0.017], [-0.037, -0.117, -0.170], [0.135, -0.149, 0.073], [0.268, -0.049, 0.061], [0.198, -0.264, -0.292], [0.675, -0.143, 0.038], [-0.622, 0.058, -0.628], [-0.083, -0.458, -0.018], [0.188, 0.186, 0.065], [-0.078, 0.078, -0.264], [-0.242, 0.154, 0.001], [0.012, -0.142, -0.074], [0.037, 0.112, 0.275], [0.259, 0.013, 0.241], [-0.024, 0.053, 0.081], [0.022, 0.157, -0.080], [0.038, 0.039, 0.198], [-0.123, -0.027, 0.074], [-0.061, 0.172, -0.088], [0.134, -0.111, 0.394], [-0.392, -0.034, -0.178], [0.652, 0.135, 0.351], [-0.572, -0.081, -0.359], [0.075, -0.056, -0.041], [-0.140, -0.178, 0.047], [-0.017, 0.150, -0.276], [0.058, -0.027, -0.058], [-0.138, 0.061, 0.177], [0.208, -0.007, -0.100], [0.093, 0.195, 0.116], [0.181, -0.137, 0.020], [0.208, -0.786, 1.053], [-0.634, 0.592, -0.681], [0.276, 0.098, -0.293], [-0.631, 0.134, 0.122], [0.432, 0.552, 0.112], [0.221, -0.376, 0.026], [0.141, -0.125, -0.056], [-0.052, -0.265, -0.152], [0.013, -0.077, -0.018], [-0.029, -0.105, -0.101], [0.039, -0.097, 0.136], [-0.153, 0.155, -0.126], [0.416, -0.178, -0.735], [-0.437, -0.106, 0.688], [-0.261, 0.046, 0.383], [0.582, -0.136, -1.409], [-0.023, -0.121, 0.130], [-0.009, 0.502, 0.599], [-0.163, 0.162, 0.411], [-0.116, -0.068, 0.497], [0.150, -0.274, -0.040], [-0.194, 0.344, -0.175], [-0.079, -0.050, -0.350], [0.023, -0.197, 0.008], [1.293, -0.168, -1.446], [0.173, 0.116, 0.169], [-0.398, 0.019, -0.356], [-0.310, 0.100, 1.295], [0.413, 0.057, -0.089], [0.326, -0.519, 0.182], [0.017, -0.094, -0.220], [0.043, 0.120, -0.415], [-0.295, -0.118, -0.055], [0.019, -0.051, -0.048], [-0.214, 0.136, -0.086], [-0.031, 0.338, -0.098], [-0.325, 1.242, -0.331], [-0.238, 0.181, 0.305], [0.338, 0.113, -0.258], [-0.057, -0.935, -0.383], [0.041, -0.107, 0.415], [0.235, 0.480, -0.051], [-0.242, 0.254, 0.267], [0.078, 0.366, 0.078], [0.214, -0.088, -0.023], [-0.127, 0.143, 0.013], [-0.118, -0.045, -0.086], [-0.050, 0.016, 0.036]],
  "lowdin_charge": [1.99, -0.08, -0.34, -0.38, 0.08, 0.05, 0.06, 0.10, 0.09, -0.13, -0.15, -0.22, -0.16, -0.16, 0.11, 0.11, 0.09, 0.08, 0.12, 0.09, 0.13, 0.12, -0.15, -0.14, -0.18, -0.16, -0.23, 0.12, 0.10, 0.10, 0.11, 0.11, 0.12, 0.11, 0.11, -0.14, -0.16, -0.20, -0.15, -0.18, 0.12, 0.12, 0.09, 0.09, 0.09, 0.12, 0.11, 0.13, -0.16, -0.14, -0.18, -0.15, -0.23, 0.08, 0.11, 0.11, 0.10, 0.12, 0.13, 0.13, 0.09, 0.17, -0.48, 0.03, -0.19, -0.15, -0.07, 0.10, 0.09, 0.12, 0.11, 0.13, 0.13, 0.15, -0.50, 0.00, -0.14, -0.14, -0.05, 0.10, 0.11, 0.11, 0.10, 0.12, 0.13, -0.08, -0.44, 0.12, -0.08, -0.11, -0.06, 0.14, 0.14, 0.13, 0.13, 0.15, 0.12, -0.10, -0.43, 0.09, -0.06, -0.10, -0.04, 0.13, 0.14, 0.13, 0.13, 0.14, 0.14]
}